ORCA calculation (the ωB97M-V functional and the def2-TZVPD basis) on C18H10Cl5F5MnNO4PS2Te as an isolated structure.

Last column: Löwdin spin population.
Element x y z (Å)
Mn: -0.895703 -1.437618 -1.909440  1.927
Cl: 2.965207 4.465087 -2.484374  0.003
C: 1.772270 3.247327 -2.263631  0.009
C: 2.148641 1.914188 -2.143818  -0.002
Cl: 3.802692 1.457693 -2.222115  -0.001
C: 1.173463 0.945354 -1.951926  0.010
Cl: 1.614401 -0.733777 -1.810363  0.013
C: -0.183292 1.258169 -1.852181  0.003
O: -1.104190 0.360877 -1.587624  0.077
C: -0.546480 2.605200 -2.007752  0.008
Cl: -2.213610 2.993889 -1.913195  0.002
C: 0.416635 3.583617 -2.202277  -0.002
Cl: -0.059363 5.228153 -2.341184  -0.001
O: -3.210447 -3.710003 -2.884167  0.001
N: -3.651833 -2.827347 -2.077506  -0.010
O: -2.952831 -1.850774 -1.839713  -0.003
F: -1.152973 -5.180563 -3.784131  0.002
Te: -1.513560 -3.373802 -4.087607  0.009
F: -2.467020 -4.145043 -5.489867  -0.001
F: -0.614456 -1.185530 -3.763081  -0.017
F: -0.089241 -3.228846 -5.239237  0.006
F: -2.644378 -1.965744 -4.595189  0.002
O: -0.607635 -3.179097 -2.446808  0.049
S: -2.311083 -1.948085 2.681034  0.559
P: -0.685985 -1.070683 1.940959  0.008
S: -0.669645 -2.314807 0.342541  0.331
C: 0.811857 -1.275582 2.907941  0.000
C: 2.012801 -1.604724 2.289140  0.003
C: 3.174772 -1.677143 3.043225  0.000
C: 3.131524 -1.428643 4.406953  0.000
C: 1.928803 -1.108287 5.024510  0.000
C: 0.765961 -1.028270 4.277351  0.004
C: -0.841302 0.689678 1.647630  -0.001
C: -2.041348 1.349830 1.884749  0.003
C: -2.102959 2.727554 1.735861  0.000
C: -0.972123 3.438668 1.363421  0.000
C: 0.229986 2.778361 1.136815  0.000
C: 0.298079 1.404474 1.277572  0.000
H: 2.038700 -1.816001 1.227125  0.004
H: 4.110292 -1.934539 2.564999  0.000
H: 4.037652 -1.491699 4.994925  0.000
H: 1.897464 -0.923574 6.089822  0.000
H: -0.173677 -0.782934 4.758415  0.004
H: -2.920461 0.787739 2.171542  0.002
H: -3.036781 3.243926 1.912463  0.000
H: -1.023254 4.513361 1.247476  0.000
H: 1.113230 3.336720 0.851585  0.000
H: 1.241214 0.893228 1.119130  0.000

Cartesian forces, eV/Å:
Mn 0.3 0.1 -0.3
Cl 0.0 0.0 0.0
C 0.0 0.0 0.0
C 0.0 0.0 0.0
Cl 0.0 0.0 0.0
C 0.0 0.0 0.0
Cl -0.4 0.0 0.1
C -0.1 0.1 -0.1
O 0.0 -0.2 0.2
C 0.0 0.0 0.0
Cl 0.0 0.0 0.0
C 0.0 0.0 0.0
Cl 0.0 0.0 0.0
O 0.1 0.0 -0.2
N 0.1 0.0 0.1
O 0.3 0.1 -0.1
F 0.0 0.1 0.0
Te -0.2 -0.6 0.3
F 0.0 0.0 0.0
F -0.1 0.3 0.3
F -0.1 0.1 0.0
F 0.2 0.0 0.0
O -0.3 0.2 -0.1
S 0.0 0.0 0.0
P -0.1 0.1 -0.1
S 0.0 -0.2 -0.1
C 0.0 0.0 0.0
C 0.0 0.0 0.0
C 0.0 0.0 0.0
C 0.0 0.0 0.0
C 0.0 0.0 0.0
C 0.0 0.0 0.0
C 0.1 0.0 0.1
C -0.1 0.0 -0.1
C 0.0 0.0 0.0
C 0.0 0.0 0.0
C 0.0 0.1 0.0
C 0.1 0.0 0.1
H 0.0 0.0 0.0
H 0.0 0.0 0.0
H 0.0 0.0 0.0
H 0.0 0.0 0.0
H 0.0 0.0 0.0
H 0.0 0.0 0.0
H 0.0 0.0 0.0
H 0.0 0.0 0.0
H 0.0 0.0 0.0
H 0.0 0.0 0.0

ΔE to the lowest compared entry with this formula, charge and spin: 181.2 kJ/mol
largest force on an atom: 0.661 eV/A
Kohn-Sham gap (spin up / spin down): 0.266 / 0.210 hartree
LUMO (spin up / spin down): -1.64 / -3.27 eV
spin multiplicity: 4
total energy: -174278.3645 eV



ORCA calculation (the ωB97M-V functional and the def2-TZVPD basis) on one molecule with the formula C5H11NO.

Last column: natural (NBO) charge in e.
Element x y z (Å)
C: -0.763221 -1.070499 -0.991342  -0.406
C: -2.085403 -0.659101 -0.341383  -0.638
C: 0.211856 0.080837 -1.311052  -0.212
N: 0.329349 0.863393 -0.105771  -0.665
C: 0.822072 0.240914 1.118150  -0.331
C: 2.043644 1.008441 1.563937  0.385
O: 2.214622 1.288577 2.764594  -0.518
H: -0.984519 -1.585047 -2.030573  0.213
H: -0.199418 -1.758915 -0.279003  0.192
H: -2.962589 -1.261875 -0.662650  0.222
H: -2.211343 0.458616 -0.664648  0.209
H: -2.085572 -0.409090 0.741560  0.221
H: -0.347139 0.628860 -2.100648  0.205
H: 1.219793 -0.277271 -1.688080  0.175
H: 0.638683 1.891248 0.032010  0.385
H: 1.063245 -0.790602 1.062072  0.221
H: 0.089701 0.282825 1.943629  0.209
H: 3.006245 1.068681 0.949191  0.134

Cartesian forces, eV/Å:
C 0.8 -2.1 -0.6
C -0.3 3.2 -0.6
C -0.4 0.3 -0.3
N 0.6 2.4 1.8
C -0.4 1.7 0.1
C 2.3 -1.3 3.7
O -0.7 0.0 -2.6
H 0.5 0.6 2.2
H -0.8 0.2 -1.3
H 0.7 0.4 0.4
H -0.4 -1.9 -0.1
H 0.3 -1.1 -0.4
H 0.9 0.2 0.4
H -1.2 0.1 0.1
H -1.0 -2.3 -1.9
H 0.6 -1.0 -0.5
H 0.2 0.2 -0.2
H -1.5 0.3 -0.2

ΔE to the lowest compared entry with this formula, charge and spin: 277.9 kJ/mol
largest force on an atom: 4.545 eV/A
Kohn-Sham gap: 0.350 hartree
SMILES: CCCNCC=O
LUMO: 0.69 eV
total energy: -8898.8170 eV



ORCA calculation (the ωB97M-V functional and the def2-TZVPD basis) on a 2-piece molecular cluster, H6N2 overall.

Last column: natural (NBO) charge in e.
Element x y z (Å)
N: -2.081564 -0.133763 0.086535  -1.061
H: -2.616854 0.765565 0.228154  0.356
H: -1.647521 -0.049284 -0.797552  0.352
H: -1.331768 -0.084696 0.806248  0.353
N: 2.130071 -0.028724 0.094835  -1.076
H: 1.328854 0.612838 0.072085  0.354
H: 1.731075 -0.945018 0.398657  0.359
H: 2.487708 -0.136919 -0.888960  0.363

Cartesian forces, eV/Å:
N -0.6 1.5 2.1
H 0.7 -1.4 -0.3
H 0.6 0.1 -1.1
H -0.7 -0.2 -0.8
N -0.4 -0.8 -0.8
H 0.5 -0.2 -0.2
H 0.6 1.0 -0.5
H -0.7 0.1 1.4

ΔE to the lowest compared entry with this formula, charge and spin: 21.2 kJ/mol
largest force on an atom: 2.658 eV/A
Kohn-Sham gap: 0.407 hartree
SMILES: N.N
LUMO: 0.81 eV
total energy: -3077.5028 eV



ORCA calculation (the ωB97M-V functional and the def2-TZVPD basis) on a 2-piece molecular cluster, C4H7NOS overall.

Last column: natural (NBO) charge in e.
Element x y z (Å)
C: 0.496991 1.019198 -1.829370  -0.723
C: -0.620746 -0.748286 0.181999  0.130
C: 0.090304 -0.243150 1.369195  -0.444
C: 1.614709 -0.427678 1.227176  0.390
H: 1.549895 1.089947 -1.275116  0.248
H: -0.466445 1.737443 -1.449669  0.232
H: 0.745588 1.325112 -2.915512  0.238
H: -2.783400 0.148848 -0.084124  0.333
H: -2.200446 -0.977881 1.274966  0.340
H: -0.640792 -0.086004 2.181594  0.229
H: 2.031712 -0.004832 2.292443  0.112
N: -2.018344 -1.043164 0.342338  -0.753
O: 2.288267 -0.916554 0.258656  -0.553
S: -0.087293 -0.872998 -1.574576  0.220

Cartesian forces, eV/Å:
C -0.1 0.6 0.9
C 0.0 2.2 1.8
C -0.4 -3.2 -6.1
C 0.7 0.1 0.7
H -2.7 0.2 -0.7
H 3.2 -2.0 -0.8
H -0.8 -1.2 1.5
H 2.8 -4.3 1.1
H -0.8 0.0 3.4
H 1.5 0.2 0.2
H 0.3 -1.2 -2.5
N -0.7 4.1 -4.7
O -2.8 2.3 4.2
S -0.1 2.3 0.9

ΔE to the lowest compared entry with this formula, charge and spin: 572.3 kJ/mol
largest force on an atom: 6.902 eV/A
Kohn-Sham gap: 0.287 hartree
LUMO: -0.93 eV
total energy: -18628.6183 eV



> Which of these has the lowest ΔE to the lowest compared entry with this formula, charge and spin?

H6N2